Computed, not measured: a molecular structure, C4H7FNO at a distorted geometry, with ωB97M-V/def2-TZVPD.

ΔE to the lowest compared entry with this formula, charge and spin: 43.9 kcal/mol
2S+1: 1
Highest occupied orbital energy: -15.83 eV
Charge: +1
Gap between HOMO and LUMO: 9.07 eV
Strongest force on any atom: 0.1067 hartree/bohr

Last column: Mulliken charge in e.
CARTESIAN COORDINATES (ANGSTROEM)
1 C 2.078 1.853 0.108  -0.558
2 C 1.309 0.933 0.590  0.547
3 C -1.885 -1.223 -0.112  -1.198
4 C -0.338 -0.990 -0.039  -0.162
5 N 0.015 0.286 -0.590  0.390
6 O -0.241 0.866 -1.579  -0.278
7 F 1.011 0.504 1.713  -0.158
8 H 2.767 2.175 0.849  0.293
9 H 1.962 2.263 -0.894  0.316
10 H -2.096 -2.046 0.520  0.391
11 H -2.577 -0.393 0.138  0.378
12 H -2.169 -1.672 -1.031  0.376
13 H 0.222 -1.665 -0.598  0.382
14 H -0.057 -0.890 0.922  0.282